46
Properties=species:S:1:pos:R:3:nbo_charge:R:1 method="wB97M-V/def2-TZVPD" total_energy_ha=-4303.40390 gap_ev="4.428 / 5.253" multiplicity=2 e_lumo_ha="0.0826 / 0.0809" total_charge=-1 e_homo_ev="-2.18 / -3.05"
Ir -0.9640 0.6907 1.3002 0.599
N -3.7021 2.7688 3.8885 -0.826
C -3.0372 1.9880 2.9439 0.201
S -1.3522 1.6792 3.2024 -0.050
N -3.6995 1.5217 1.9506 -0.376
N -2.9331 0.7035 1.1067 -0.376
C -3.7330 0.1482 0.1769 0.003
C -3.4888 -0.8221 -0.8326 -0.170
C -4.6445 -1.4156 -1.4134 -0.183
C -4.5865 -2.4124 -2.3593 -0.238
C -3.3518 -2.8918 -2.8022 -0.268
C -2.1965 -2.3102 -2.2967 -0.283
C -2.2675 -1.2975 -1.3636 0.343
O -1.0751 -0.6802 -0.9599 -0.554
H -3.1077 3.4243 4.3677 0.376
H -4.5545 3.1698 3.5319 0.383
H -4.7759 0.4166 0.2944 0.188
H -5.6104 -1.0599 -1.0753 0.200
H -5.5060 -2.8304 -2.7505 0.200
H -3.2871 -3.6878 -3.5318 0.201
H -1.2211 -2.6302 -2.6455 0.214
Cl -2.0580 1.1164 -3.1606 0.100
C -0.4794 0.5013 -2.9836 -0.089
C -0.1729 -0.3488 -1.9202 0.399
C 1.1170 -0.8556 -1.7841 -0.125
Cl 1.4533 -1.9134 -0.4690 0.049
C 2.1060 -0.5241 -2.7030 -0.066
Cl 3.6937 -1.1786 -2.5356 0.031
C 1.8028 0.3172 -3.7670 -0.089
Cl 3.0251 0.7266 -4.9131 0.036
C 0.5140 0.8238 -3.9059 -0.073
Cl 0.1453 1.8678 -5.2220 0.048
N 0.9676 0.4040 1.6823 -0.313
C 2.0957 0.3923 1.9094 0.332
C 3.4772 0.2956 2.2559 -0.085
C 3.9298 0.8129 3.4705 -0.188
C 5.2669 0.6976 3.8078 -0.214
C 6.1576 0.0719 2.9452 -0.205
C 5.7062 -0.4337 1.7325 -0.211
C 4.3724 -0.3239 1.3824 -0.187
H 3.2288 1.3040 4.1318 0.229
H 5.6159 1.1025 4.7489 0.214
H 7.2010 -0.0210 3.2169 0.210
H 6.3978 -0.9125 1.0515 0.215
H 4.0124 -0.7138 0.4397 0.239
S -0.4819 2.3190 -0.1429 -0.841



41
Properties=species:S:1:pos:R:3:nbo_charge:R:1 method="wB97M-V/def2-TZVPD" total_energy_ha=-1367.40034 gap_ev=2.984 e_lumo_ha=-0.1345 e_homo_ev=-6.65
C -1.5163 -2.6584 1.5201 -0.444
C -0.7484 -3.7051 1.8025 0.232
N -0.0568 -4.6422 2.0261 -0.365
C -1.5426 -1.9718 0.2885 0.092
C -2.4222 -0.8879 0.1053 -0.254
C -2.4527 -0.2134 -1.0833 -0.164
C -1.6148 -0.5884 -2.1205 -0.021
N -1.6578 0.1405 -3.3713 0.516
O -0.8890 -0.2010 -4.2796 -0.391
O -2.4634 1.0742 -3.4790 -0.398
C -0.7398 -1.6520 -1.9618 -0.155
C -0.6998 -2.3389 -0.7787 -0.250
H -2.1620 -2.3087 2.3045 0.218
H -3.0690 -0.5924 0.9141 0.207
H -3.1197 0.6193 -1.2366 0.244
H -0.0967 -1.9179 -2.7852 0.246
H -0.0186 -3.1629 -0.6459 0.231
F -4.4719 -9.5690 3.2181 -0.306
C -4.0649 -8.3007 3.4636 0.403
C -3.1425 -8.0360 4.4559 -0.275
C -2.7454 -6.7357 4.7132 0.401
F -1.8545 -6.4881 5.6998 -0.301
C -3.2677 -5.7005 3.9741 -0.188
C -4.2095 -5.9247 2.9501 -0.107
C -4.6959 -4.8019 2.2333 0.027
C -5.5790 -4.6951 1.1284 -0.135
C -5.8164 -3.4145 0.5868 -0.117
C -6.6570 -3.2373 -0.4820 -0.207
C -7.2979 -4.3158 -1.0561 -0.211
C -7.0925 -5.5883 -0.5572 0.390
F -7.7213 -6.6566 -1.1053 -0.310
C -6.2481 -5.7706 0.5096 -0.212
C -4.5834 -7.2648 2.7280 -0.227
H -2.7400 -8.8465 5.0321 0.249
H -2.9301 -4.7034 4.1881 0.236
H -4.3154 -3.8581 2.5888 0.218
H -5.3175 -2.5670 1.0224 0.221
H -6.8206 -2.2511 -0.8799 0.234
H -7.9657 -4.1962 -1.8886 0.238
H -6.1475 -6.7801 0.8370 0.218
H -5.2980 -7.5500 1.9920 0.217



41
Properties=species:S:1:pos:R:3:nbo_charge:R:1 method="wB97M-V/def2-TZVPD" total_energy_ha=-1296.82368 gap_ev="6.013 / 6.599" multiplicity=3 e_lumo_ha="0.0785 / 0.0450" total_charge=-1 e_homo_ev="-3.88 / -5.38"
Pt 0.3737 -1.7550 -0.3710 0.404
C 4.3191 -0.1669 -1.0450 -0.212
C 4.0951 1.1256 -0.6035 -0.187
C 2.9414 1.7613 -0.1370 -0.276
C 1.5898 1.3322 -0.2991 0.235
C 2.0529 -0.9737 -0.8329 0.193
C 3.3740 -1.2274 -1.0151 -0.347
C -0.9013 1.5937 0.0379 0.227
C -1.9797 2.4555 -0.3401 -0.232
C -3.2499 1.9794 -0.3994 -0.136
C -3.5032 0.6202 -0.1010 -0.125
C -4.7781 0.0205 -0.1831 -0.188
C -4.9326 -1.3188 0.0508 -0.211
C -3.8156 -2.1142 0.3802 -0.204
C -2.5748 -1.5509 0.4858 -0.213
C -2.3870 -0.1699 0.2453 0.232
N -1.1276 0.3277 0.3264 -0.476
H 5.3382 -0.4151 -1.3187 0.199
H 4.9858 1.7464 -0.5578 0.205
H 3.0989 2.7259 0.3174 0.224
H 3.7062 -2.2539 -1.0882 0.222
H -1.7675 3.4814 -0.6023 0.232
H -4.0660 2.6270 -0.6983 0.209
H -5.6287 0.6381 -0.4490 0.205
H -5.9113 -1.7757 -0.0242 0.206
H -3.9360 -3.1765 0.5478 0.220
H -1.7148 -2.1636 0.7650 0.212
N 1.3243 0.1440 -0.8621 -0.552
C 0.4694 2.1512 0.0668 -0.064
C 0.6077 3.5241 0.4413 -0.385
C 1.5967 4.3910 -0.0766 0.292
N 2.3790 5.1295 -0.5002 -0.387
C -0.3198 4.1327 1.3195 0.292
N -1.0736 4.6333 2.0391 -0.386
C 2.3402 -3.8312 1.1497 -0.259
O 1.4133 -4.4598 0.2848 -0.566
C 0.3830 -3.7374 -0.3033 0.520
O -0.4889 -4.4154 -0.7981 -0.656
H 2.2602 -4.2868 2.1395 0.169
H 2.1538 -2.7633 1.2354 0.197
H 3.3536 -3.9851 0.7732 0.167



Copy entry 2 word for word.
41
Properties=species:S:1:pos:R:3:nbo_charge:R:1 method="wB97M-V/def2-TZVPD" total_energy_ha=-1367.40034 gap_ev=2.984 e_lumo_ha=-0.1345 e_homo_ev=-6.65
C -1.5163 -2.6584 1.5201 -0.444
C -0.7484 -3.7051 1.8025 0.232
N -0.0568 -4.6422 2.0261 -0.365
C -1.5426 -1.9718 0.2885 0.092
C -2.4222 -0.8879 0.1053 -0.254
C -2.4527 -0.2134 -1.0833 -0.164
C -1.6148 -0.5884 -2.1205 -0.021
N -1.6578 0.1405 -3.3713 0.516
O -0.8890 -0.2010 -4.2796 -0.391
O -2.4634 1.0742 -3.4790 -0.398
C -0.7398 -1.6520 -1.9618 -0.155
C -0.6998 -2.3389 -0.7787 -0.250
H -2.1620 -2.3087 2.3045 0.218
H -3.0690 -0.5924 0.9141 0.207
H -3.1197 0.6193 -1.2366 0.244
H -0.0967 -1.9179 -2.7852 0.246
H -0.0186 -3.1629 -0.6459 0.231
F -4.4719 -9.5690 3.2181 -0.306
C -4.0649 -8.3007 3.4636 0.403
C -3.1425 -8.0360 4.4559 -0.275
C -2.7454 -6.7357 4.7132 0.401
F -1.8545 -6.4881 5.6998 -0.301
C -3.2677 -5.7005 3.9741 -0.188
C -4.2095 -5.9247 2.9501 -0.107
C -4.6959 -4.8019 2.2333 0.027
C -5.5790 -4.6951 1.1284 -0.135
C -5.8164 -3.4145 0.5868 -0.117
C -6.6570 -3.2373 -0.4820 -0.207
C -7.2979 -4.3158 -1.0561 -0.211
C -7.0925 -5.5883 -0.5572 0.390
F -7.7213 -6.6566 -1.1053 -0.310
C -6.2481 -5.7706 0.5096 -0.212
C -4.5834 -7.2648 2.7280 -0.227
H -2.7400 -8.8465 5.0321 0.249
H -2.9301 -4.7034 4.1881 0.236
H -4.3154 -3.8581 2.5888 0.218
H -5.3175 -2.5670 1.0224 0.221
H -6.8206 -2.2511 -0.8799 0.234
H -7.9657 -4.1962 -1.8886 0.238
H -6.1475 -6.7801 0.8370 0.218
H -5.2980 -7.5500 1.9920 0.217



What did the second record say?
41
Properties=species:S:1:pos:R:3:nbo_charge:R:1 method="wB97M-V/def2-TZVPD" total_energy_ha=-1367.40034 gap_ev=2.984 e_lumo_ha=-0.1345 e_homo_ev=-6.65
C -1.5163 -2.6584 1.5201 -0.444
C -0.7484 -3.7051 1.8025 0.232
N -0.0568 -4.6422 2.0261 -0.365
C -1.5426 -1.9718 0.2885 0.092
C -2.4222 -0.8879 0.1053 -0.254
C -2.4527 -0.2134 -1.0833 -0.164
C -1.6148 -0.5884 -2.1205 -0.021
N -1.6578 0.1405 -3.3713 0.516
O -0.8890 -0.2010 -4.2796 -0.391
O -2.4634 1.0742 -3.4790 -0.398
C -0.7398 -1.6520 -1.9618 -0.155
C -0.6998 -2.3389 -0.7787 -0.250
H -2.1620 -2.3087 2.3045 0.218
H -3.0690 -0.5924 0.9141 0.207
H -3.1197 0.6193 -1.2366 0.244
H -0.0967 -1.9179 -2.7852 0.246
H -0.0186 -3.1629 -0.6459 0.231
F -4.4719 -9.5690 3.2181 -0.306
C -4.0649 -8.3007 3.4636 0.403
C -3.1425 -8.0360 4.4559 -0.275
C -2.7454 -6.7357 4.7132 0.401
F -1.8545 -6.4881 5.6998 -0.301
C -3.2677 -5.7005 3.9741 -0.188
C -4.2095 -5.9247 2.9501 -0.107
C -4.6959 -4.8019 2.2333 0.027
C -5.5790 -4.6951 1.1284 -0.135
C -5.8164 -3.4145 0.5868 -0.117
C -6.6570 -3.2373 -0.4820 -0.207
C -7.2979 -4.3158 -1.0561 -0.211
C -7.0925 -5.5883 -0.5572 0.390
F -7.7213 -6.6566 -1.1053 -0.310
C -6.2481 -5.7706 0.5096 -0.212
C -4.5834 -7.2648 2.7280 -0.227
H -2.7400 -8.8465 5.0321 0.249
H -2.9301 -4.7034 4.1881 0.236
H -4.3154 -3.8581 2.5888 0.218
H -5.3175 -2.5670 1.0224 0.221
H -6.8206 -2.2511 -0.8799 0.234
H -7.9657 -4.1962 -1.8886 0.238
H -6.1475 -6.7801 0.8370 0.218
H -5.2980 -7.5500 1.9920 0.217